Record 1
{
  "formula": "C42H39F3HfN7O2P2S2",
  "method": "wB97M-V/def2-TZVPD",
  "e_tot_ha": -3983.90754,
  "de_lowest_kcal_mol": 1.7,
  "charge": 3,
  "lumo_ev": -8.3038,
  "orbital_gap_ev": 7.05,
  "species": ["Hf", "C", "C", "N", "N", "C", "N", "S", "C", "C", "C", "C", "C", "N", "H", "H", "H", "H", "H", "H", "H", "H", "H", "H", "O", "P", "C", "P", "O", "C", "C", "C", "C", "C", "C", "C", "C", "C", "C", "C", "C", "C", "C", "C", "C", "C", "C", "C", "C", "C", "C", "C", "C", "H", "H", "H", "H", "H", "H", "H", "H", "H", "H", "H", "H", "H", "H", "H", "H", "H", "H", "H", "H", "H", "H", "F", "C", "F", "F", "C", "C", "C", "C", "N", "C", "S", "H", "H", "H", "N", "C", "C", "N", "C", "H", "H", "H", "H"],
  "xyz": [[-0.619, 1.222, 0.499], [-3.796, 4.692, -0.312], [-3.072, 3.402, -0.098], [-1.804, 3.271, -0.241], [-1.082, 4.341, -0.724], [-0.065, 4.034, -1.563], [0.506, 5.041, -2.213], [0.468, 2.439, -1.744], [-3.776, 2.130, 0.179], [-5.126, 2.060, 0.430], [-5.722, 0.807, 0.567], [-4.947, -0.319, 0.401], [-3.587, -0.161, 0.161], [-3.003, 1.030, 0.079], [-3.589, 5.083, -1.312], [-3.481, 5.434, 0.427], [-4.870, 4.583, -0.233], [-1.510, 5.258, -0.739], [0.129, 5.977, -2.217], [1.269, 4.843, -2.841], [-5.722, 2.953, 0.534], [-6.779, 0.729, 0.783], [-5.369, -1.312, 0.464], [-2.946, -1.021, 0.040], [1.228, 0.169, 0.799], [2.201, -0.872, 0.230], [1.230, -2.216, -0.490], [-0.149, -1.659, -1.525], [-0.725, -0.342, -0.981], [0.458, -1.477, -3.178], [1.080, -2.578, -3.779], [1.551, -2.473, -5.074], [1.395, -1.280, -5.774], [0.758, -0.197, -5.186], [0.283, -0.292, -3.885], [-1.382, -2.936, -1.500], [-1.173, -4.194, -0.932], [-2.170, -5.157, -1.005], [-3.368, -4.868, -1.643], [-3.576, -3.619, -2.221], [-2.585, -2.655, -2.159], [3.195, -1.566, 1.517], [3.282, -2.939, 1.750], [4.121, -3.413, 2.749], [4.862, -2.523, 3.510], [4.778, -1.153, 3.280], [3.952, -0.671, 2.281], [3.245, -0.166, -1.012], [3.856, -0.984, -1.968], [4.747, -0.433, -2.871], [5.044, 0.925, -2.811], [4.448, 1.735, -1.856], [3.541, 1.196, -0.956], [0.839, -2.780, 0.356], [1.866, -2.883, -1.074], [1.178, -3.523, -3.253], [2.028, -3.322, -5.546], [1.760, -1.203, -6.790], [0.623, 0.719, -5.745], [-0.231, 0.544, -3.431], [-0.237, -4.445, -0.450], [-2.007, -6.136, -0.574], [-4.139, -5.624, -1.705], [-4.503, -3.409, -2.738], [-2.739, -1.692, -2.634], [2.719, -3.649, 1.158], [4.198, -4.477, 2.928], [5.517, -2.897, 4.286], [5.368, -0.468, 3.873], [3.900, 0.395, 2.092], [3.654, -2.048, -2.010], [5.222, -1.062, -3.613], [5.750, 1.349, -3.513], [4.697, 2.788, -1.809], [3.068, 1.824, -0.210], [-1.958, 1.398, 5.793], [-2.863, 0.542, 5.312], [-3.267, -0.239, 6.313], [-3.916, 1.256, 4.893], [-2.289, -0.281, 4.180], [-2.256, -1.653, 4.265], [-1.752, -2.408, 3.200], [-1.286, -1.741, 2.102], [-1.297, -0.398, 2.014], [-1.803, 0.339, 3.020], [-1.774, 2.042, 2.696], [-2.630, -2.142, 5.154], [-1.735, -3.487, 3.235], [-0.930, -2.281, 1.237], [2.140, 4.326, 2.361], [2.117, 3.295, 3.278], [1.365, 2.328, 2.709], [0.918, 2.753, 1.459], [1.414, 3.964, 1.296], [2.614, 5.209, 2.474], [2.613, 3.350, 4.230], [1.117, 1.361, 3.107], [1.294, 4.591, 0.432]],
  "forces_ev_per_angstrom": [[0.212, 0.215, -0.420], [0.039, -0.035, -0.007], [-0.150, -0.021, -0.103], [0.131, -0.155, 0.185], [-0.012, -0.098, 0.037], [-0.011, 0.011, -0.037], [0.066, -0.017, -0.033], [0.093, 0.053, 0.080], [0.097, 0.165, -0.033], [-0.153, -0.048, 0.049], [-0.049, 0.074, 0.003], [0.017, -0.047, -0.007], [-0.053, 0.040, 0.003], [0.227, -0.259, 0.033], [0.004, -0.008, 0.000], [-0.001, -0.006, -0.004], [0.002, -0.002, 0.010], [-0.010, -0.026, 0.011], [0.001, -0.003, -0.008], [-0.021, 0.008, 0.007], [-0.013, -0.015, 0.003], [0.005, 0.003, -0.007], [-0.001, 0.006, -0.005], [-0.001, -0.005, -0.011], [-0.264, 0.303, -0.131], [-0.171, 0.030, 0.074], [0.057, -0.074, -0.029], [-0.056, 0.224, 0.067], [-0.074, -0.019, 0.101], [0.051, 0.010, -0.114], [-0.006, 0.053, -0.038], [-0.002, 0.020, 0.002], [0.001, -0.011, 0.005], [0.005, -0.017, 0.018], [0.003, -0.037, -0.038], [-0.088, -0.106, 0.000], [-0.078, 0.014, -0.028], [0.019, 0.016, 0.005], [-0.012, -0.011, -0.012], [0.008, -0.008, 0.006], [0.027, -0.063, 0.025], [0.037, -0.061, 0.148], [0.071, 0.044, 0.035], [-0.024, 0.014, -0.014], [0.011, 0.006, 0.017], [0.003, -0.019, 0.001], [-0.014, -0.059, 0.009], [0.011, 0.042, -0.193], [0.000, 0.088, 0.029], [0.005, 0.045, 0.012], [-0.003, -0.038, -0.034], [-0.044, -0.004, 0.017], [0.069, -0.028, -0.007], [-0.002, -0.052, 0.030], [-0.013, -0.011, 0.022], [-0.006, 0.016, 0.002], [-0.004, 0.010, 0.000], [-0.003, -0.005, 0.011], [-0.002, -0.008, 0.004], [0.003, -0.034, -0.011], [-0.002, -0.007, 0.004], [-0.001, 0.013, -0.004], [0.006, 0.012, 0.001], [0.007, -0.004, 0.006], [0.009, 0.001, 0.002], [0.001, -0.006, 0.001], [-0.003, 0.012, -0.002], [-0.007, 0.007, -0.008], [-0.004, -0.008, -0.003], [-0.009, -0.006, -0.004], [0.013, 0.021, 0.000], [-0.003, 0.012, 0.002], [0.007, -0.005, 0.010], [-0.005, -0.019, -0.003], [0.008, -0.020, -0.001], [0.110, 0.053, 0.033], [0.016, -0.028, -0.024], [-0.009, -0.011, 0.019], [-0.107, 0.040, -0.062], [-0.048, -0.016, 0.053], [0.018, -0.103, -0.002], [-0.046, -0.050, 0.093], [-0.001, 0.129, -0.070], [-0.038, -0.021, 0.014], [-0.045, 0.030, 0.033], [0.074, -0.104, -0.013], [-0.003, -0.011, 0.002], [-0.006, 0.012, 0.022], [0.029, 0.013, -0.027], [0.043, -0.023, 0.160], [0.038, 0.202, -0.204], [0.074, 0.039, -0.094], [-0.109, -0.251, 0.302], [0.021, -0.039, -0.014], [0.001, -0.018, 0.000], [0.021, 0.011, -0.023], [-0.008, 0.010, 0.020], [0.021, 0.033, 0.042]]
}

***

Record 2
{
  "formula": "C4F12NaO12S4",
  "method": "wB97M-V/def2-TZVPD",
  "e_tot_ha": -4008.87761,
  "de_lowest_kcal_mol": 85.8,
  "charge": -3,
  "lumo_ev": 2.8867,
  "orbital_gap_ev": 5.85,
  "species": ["Na", "C", "F", "F", "F", "S", "O", "O", "O", "C", "F", "F", "F", "S", "O", "O", "O", "C", "F", "F", "F", "S", "O", "O", "O", "C", "F", "F", "F", "S", "O", "O", "O"],
  "xyz": [[-0.467, -0.671, 0.199], [4.889, -6.592, -0.516], [6.082, -7.044, -0.792], [4.141, -6.938, -1.509], [4.394, -7.144, 0.650], [4.915, -4.599, -0.414], [3.515, -4.170, -0.211], [5.698, -4.297, 0.808], [5.480, -4.107, -1.668], [-2.888, 4.770, -2.859], [-3.768, 5.687, -3.127], [-1.662, 5.069, -3.230], [-2.901, 4.395, -1.568], [-3.397, 3.110, -3.839], [-2.343, 2.123, -3.470], [-4.758, 2.719, -3.420], [-3.406, 3.469, -5.282], [5.153, 5.487, 0.971], [6.390, 5.892, 1.278], [4.322, 5.971, 1.910], [4.825, 5.996, -0.206], [5.080, 3.617, 1.173], [3.687, 3.175, 0.829], [6.054, 2.987, 0.192], [5.374, 3.354, 2.589], [-6.868, -3.002, 3.612], [-6.278, -4.162, 3.913], [-8.206, -3.130, 3.805], [-6.402, -2.048, 4.399], [-6.680, -2.536, 1.727], [-6.993, -3.803, 1.041], [-7.659, -1.493, 1.474], [-5.325, -2.087, 1.536]],
  "forces_ev_per_angstrom": [[0.015, 0.107, -0.184], [-0.425, 3.343, 1.674], [1.529, -0.806, 0.534], [-1.841, -0.906, -1.388], [0.718, 0.222, -1.180], [-0.526, 1.913, 2.091], [0.759, -1.335, -0.623], [-0.258, -1.195, -1.648], [-0.060, -1.309, 0.550], [-0.755, -5.355, -1.461], [-0.227, 1.571, 0.343], [0.398, 1.121, 0.223], [0.084, 1.134, 0.232], [-0.476, -1.485, -1.592], [-1.084, 1.720, -0.027], [1.458, 0.937, 0.526], [0.655, 0.316, 1.788], [0.024, -1.271, 1.082], [0.221, 0.353, -0.120], [-0.097, 0.532, -0.217], [-0.107, -0.089, -0.187], [-0.739, -5.228, -1.908], [1.914, 1.911, 0.451], [-1.514, 2.520, 2.174], [0.262, 1.329, -1.207], [-0.714, 0.337, -2.838], [-0.034, 0.106, 0.288], [0.500, -0.136, 0.621], [0.118, 0.173, 0.655], [-0.930, -1.030, -1.544], [0.271, 0.850, 1.224], [-0.019, -0.291, 0.934], [0.880, -0.060, 0.735]]
}

***

Record 3
{
  "formula": "C5H5N",
  "method": "wB97M-V/def2-TZVPD",
  "smiles": "C1=CCC=CN=1",
  "e_tot_ha": -248.12386,
  "de_lowest_kcal_mol": 94.9,
  "lumo_ev": [0.0349, 0.0342],
  "orbital_gap_ev": [8.60, 8.60],
  "species": ["C", "C", "C", "C", "C", "N", "H", "H", "H", "H", "H"],
  "xyz": [[1.332, -0.844, 0.022], [-0.900, -0.464, -0.312], [0.177, -1.439, 0.145], [-0.379, 0.882, -0.054], [0.877, 1.183, 0.167], [1.831, 0.283, -0.261], [-1.304, -0.682, -1.339], [-1.723, -0.682, 0.339], [-0.081, -2.198, 0.725], [-0.862, 1.846, -0.026], [1.034, 2.115, 0.592]],
  "forces_ev_per_angstrom": [[1.016, 1.121, -0.509], [-0.284, -1.098, -1.818], [0.799, 2.429, -2.033], [-1.084, 1.734, -0.027], [-0.248, -0.030, 0.263], [0.968, -2.767, 0.258], [0.353, 0.610, 0.623], [-0.563, -0.008, 0.518], [-0.715, -3.275, 2.401], [-1.595, -0.423, 0.050], [1.351, 1.707, 0.273]]
}